Entry from the OMol25 dataset: a molecular structure, C21H35Cl4CuO13 (ωB97M-V/def2-TZVPD).

Last column: Mulliken charge in e.
Element x y z (Å)
Cu  -1.65041  -2.59667  2.55796  0.690
C  -1.09707  -0.20504  0.00261  0.987
O  -1.34863  -0.94470  1.16359  -0.017
H  -1.78843  -0.61459  -0.73386  -0.524
H  -1.33507  0.84526  0.17087  -0.144
H  -0.09927  -0.17053  -0.43477  -0.065
C  4.94994  -3.20307  2.83209  -1.609
C  4.00256  -2.38658  1.97250  0.843
C  3.51604  -3.18409  0.81012  0.012
O  2.20424  -3.45139  1.11973  -0.266
C  1.79580  -2.76104  2.22052  0.435
O  0.59756  -2.68342  2.59737  -0.470
O  2.84682  -2.27037  2.86860  -0.313
H  5.27000  -2.68033  3.73342  0.373
H  5.77344  -3.46984  2.16968  0.428
H  4.45705  -4.12682  3.13515  0.407
H  4.48282  -1.48109  1.60165  -0.012
H  4.06200  -4.12612  0.75914  0.317
H  3.56432  -2.65704  -0.14276  -0.026
C  2.50260  -3.15404  -3.15298  -1.818
C  1.36381  -2.35697  -2.52597  1.932
C  0.92540  -1.20079  -3.36610  -0.288
O  -0.49709  -1.35256  -3.37711  -0.246
C  -0.86424  -2.52047  -2.82194  0.556
O  -2.01685  -2.99524  -2.74233  -0.606
O  0.24975  -3.20932  -2.48775  -0.371
H  3.35113  -2.48478  -3.29510  0.420
H  2.22744  -3.66944  -4.07317  0.435
H  2.87778  -3.89361  -2.44561  0.376
H  1.65347  -2.06043  -1.51788  -0.837
H  1.36861  -1.19337  -4.36189  0.309
H  1.05093  -0.30037  -2.76477  0.193
C  2.02661  1.20326  2.53891  -1.466
C  2.46362  1.50095  1.04735  1.535
C  3.86456  2.17208  1.01840  -0.580
O  4.51033  1.48827  0.02842  -0.382
C  3.79730  0.39084  -0.40514  0.269
O  4.03434  -0.34688  -1.36506  -0.542
O  2.66400  0.32053  0.38188  0.121
H  2.79014  0.62828  3.06286  0.373
H  1.09697  0.65051  2.67433  0.234
H  2.07035  2.10558  3.14882  0.398
H  1.68355  2.07296  0.54497  -0.741
H  4.47837  2.07516  1.91391  0.318
H  3.81461  3.25132  0.87404  0.359
C  -4.23437  0.09455  -2.29383  -0.841
C  -4.99618  -0.53169  -1.19651  0.501
C  -4.95366  0.25008  0.12176  0.129
O  -6.27851  0.35424  0.47553  -0.384
C  -7.08064  0.04942  -0.54013  0.510
O  -8.28595  0.20948  -0.64848  -0.543
O  -6.30545  -0.32884  -1.59927  -0.393
H  -3.24910  -0.36977  -2.33558  -0.135
H  -4.13420  1.16450  -2.11137  0.296
H  -4.65914  -0.17062  -3.26200  0.398
H  -4.84894  -1.60854  -1.11393  0.348
H  -4.53199  1.24623  -0.01231  0.006
H  -4.41477  -0.32543  0.87440  0.078
Cl  -0.92774  2.15006  -3.13075  -0.082
C  -1.34483  3.71524  -2.53641  -0.576
C  -0.71929  3.85091  -1.13542  0.193
Cl  1.08099  3.97194  -1.15269  -0.171
H  -2.43215  3.79144  -2.54070  0.319
H  -0.95145  4.44492  -3.24417  0.382
H  -1.12616  3.13775  -0.41851  -0.427
H  -1.04552  4.82359  -0.76722  0.378
Cl  -3.27542  3.61910  1.23728  -0.136
C  -2.73554  3.76947  2.87595  -0.456
C  -1.87026  2.53807  3.06218  0.102
Cl  -1.21319  2.47368  4.71327  -0.201
H  -3.56299  3.90759  3.57191  0.390
H  -2.13792  4.67913  2.93492  0.322
H  -1.05339  2.53805  2.34049  -0.092
H  -2.40329  1.60172  2.89714  0.092

largest force on an atom	4.3	eV/Å
E_HOMO (alpha / beta)	-12.6 / -12.6	eV
ΔE to the lowest compared entry with this formula, charge and spin	12.7	kcal/mol
frontier orbital gap (alpha / beta)	0.2861 / 0.2329	Eh
spin multiplicity	2
net charge	+1